No. 1
{"formula": "C30H38BCsN4O4Si", "method": "ωB97M-V with the def2-TZVPD basis set", "e_homo_ev": -0.74, "e_above_lowest_kj_mol": 50.6, "total_charge": -2, "orbital_gap_ev": 4.74, "e_tot_ha": -2020.4604, "elements": ["Cs", "C", "O", "C", "C", "C", "C", "C", "C", "N", "N", "C", "C", "O", "C", "C", "C", "C", "C", "C", "C", "C", "H", "H", "H", "H", "H", "H", "H", "H", "H", "H", "H", "H", "H", "N", "C", "C", "C", "C", "N", "H", "H", "H", "H", "H", "H", "H", "H", "H", "H", "H", "H", "C", "Si", "C", "C", "H", "H", "H", "H", "H", "H", "H", "H", "H", "O", "B", "O", "C", "C", "C", "C", "C", "C", "H", "H", "H", "H"], "xyz": [[0.058, 0.039, -1.114], [0.853, -2.548, 2.146], [1.816, -2.361, 1.128], [3.083, -2.777, 1.367], [3.480, -3.414, 2.538], [4.798, -3.839, 2.691], [5.719, -3.634, 1.679], [5.321, -2.999, 0.508], [4.015, -2.569, 0.331], [3.549, -1.872, -0.814], [4.200, -2.159, -1.856], [3.882, -1.518, -3.032], [3.078, -0.330, -3.120], [2.541, 0.256, -2.157], [2.918, 0.227, -4.466], [3.466, -0.330, -5.563], [4.274, -1.512, -5.479], [4.849, -2.083, -6.625], [5.627, -3.213, -6.547], [5.836, -3.801, -5.289], [5.279, -3.264, -4.155], [4.481, -2.094, -4.208], [0.713, -3.610, 2.369], [-0.083, -2.145, 1.773], [1.135, -2.018, 3.061], [2.769, -3.588, 3.331], [5.092, -4.329, 3.611], [6.748, -3.954, 1.799], [6.023, -2.810, -0.293], [2.323, 1.131, -4.529], [3.311, 0.119, -6.540], [4.665, -1.610, -7.584], [6.063, -3.648, -7.439], [6.443, -4.696, -5.209], [5.437, -3.729, -3.193], [-1.967, -0.737, 2.901], [-2.780, 0.342, 3.455], [-2.199, 1.693, 3.059], [-0.773, 1.921, 3.551], [-0.210, 3.268, 3.115], [0.224, 3.219, 1.725], [-1.925, -0.609, 1.891], [-2.418, -1.637, 3.024], [-2.789, 0.253, 4.548], [-3.825, 0.301, 3.117], [-2.845, 2.484, 3.457], [-2.236, 1.785, 1.967], [-0.121, 1.137, 3.161], [-0.749, 1.838, 4.644], [0.649, 3.527, 3.743], [-0.978, 4.040, 3.300], [0.484, 4.139, 1.390], [-0.528, 2.912, 1.102], [-4.667, -1.060, -0.908], [-3.112, -2.166, -0.582], [-3.970, -3.543, 0.491], [-3.069, -3.107, -2.280], [-5.504, -1.632, -1.334], [-4.430, -0.241, -1.592], [-5.012, -0.600, 0.024], [-4.831, -3.992, -0.024], [-4.330, -3.120, 1.436], [-3.271, -4.347, 0.743], [-4.028, -3.594, -2.508], [-2.289, -3.875, -2.290], [-2.847, -2.414, -3.099], [-2.238, 2.371, -2.408], [-1.836, 2.910, -1.112], [-2.258, 4.305, -1.178], [-2.824, 4.533, -2.385], [-3.354, 5.700, -2.891], [-3.880, 5.665, -4.187], [-3.867, 4.494, -4.932], [-3.329, 3.313, -4.410], [-2.811, 3.360, -3.134], [-3.359, 6.608, -2.301], [-4.303, 6.567, -4.614], [-4.282, 4.492, -5.933], [-3.318, 2.392, -4.977]], "forces_ev_per_a": [[-0.42, -0.05, 0.39], [-0.06, -0.04, 0.15], [0.13, 0.03, -0.06], [-0.11, -0.04, -0.03], [0.00, 0.01, -0.01], [0.00, 0.01, -0.03], [0.00, -0.02, 0.04], [0.03, 0.07, -0.05], [-0.10, 0.06, -0.07], [0.15, -0.08, -0.15], [-0.19, -0.07, 0.27], [0.05, 0.03, -0.02], [0.11, -0.01, -0.12], [0.39, 0.11, -0.28], [0.05, -0.02, 0.01], [0.04, 0.01, 0.00], [-0.04, 0.06, -0.05], [0.01, -0.02, 0.00], [-0.01, -0.01, 0.00], [0.02, 0.00, -0.01], [0.01, 0.00, 0.00], [0.02, 0.01, 0.07], [0.03, -0.02, -0.01], [0.02, 0.02, -0.04], [-0.04, 0.01, -0.04], [0.00, 0.01, 0.00], [0.01, 0.00, 0.00], [0.00, 0.00, 0.01], [0.00, -0.01, -0.01], [-0.02, -0.02, 0.01], [0.00, -0.01, 0.00], [0.00, 0.00, 0.00], [0.00, 0.00, 0.00], [-0.01, 0.00, 0.00], [0.00, -0.01, 0.00], [0.05, 0.07, 0.02], [-0.02, 0.01, 0.01], [0.00, 0.00, 0.00], [0.05, -0.03, -0.02], [-0.10, 0.07, 0.00], [0.01, -0.11, 0.05], [-0.05, -0.19, -0.12], [-0.06, 0.04, -0.02], [0.01, -0.01, 0.00], [0.00, 0.01, 0.02], [-0.01, 0.01, -0.02], [-0.01, 0.00, -0.01], [0.01, -0.01, 0.04], [-0.04, 0.04, 0.02], [0.03, -0.03, -0.03], [0.02, 0.00, 0.04], [0.00, -0.01, -0.01], [0.02, 0.07, -0.11], [0.01, 0.01, 0.02], [0.03, -0.04, 0.07], [0.01, 0.00, 0.02], [0.03, 0.01, 0.00], [-0.01, -0.03, 0.00], [0.00, 0.02, -0.02], [-0.01, 0.01, 0.01], [-0.02, 0.01, -0.01], [-0.01, 0.00, 0.03], [0.01, -0.03, 0.00], [-0.03, 0.01, 0.01], [0.00, -0.02, -0.01], [0.01, 0.00, -0.01], [0.07, 0.05, 0.05], [0.02, 0.08, 0.13], [-0.01, -0.03, -0.03], [-0.01, 0.04, 0.00], [-0.01, 0.02, -0.02], [0.00, 0.00, 0.00], [0.00, 0.00, 0.00], [-0.02, 0.02, -0.03], [-0.02, -0.07, -0.01], [0.00, 0.00, 0.01], [0.00, 0.00, -0.01], [0.00, 0.00, -0.01], [0.00, -0.01, 0.00]], "mulliken_charge": [0.79, -0.55, -0.17, 0.80, -0.74, -0.60, -0.71, -0.22, 0.00, -0.29, 0.01, 0.02, 0.41, -0.82, -0.68, -0.93, 0.93, -0.76, -0.47, -0.63, -0.49, 0.60, 0.39, -0.17, 0.40, 0.37, 0.35, 0.34, 0.43, 0.46, 0.30, 0.33, 0.36, 0.36, 0.43, -0.33, -0.79, -0.25, -0.35, -0.54, -0.52, -0.05, 0.25, 0.39, 0.37, 0.34, 0.00, 0.08, 0.33, 0.37, 0.28, 0.21, 0.00, -1.08, 0.24, -1.32, -1.17, 0.32, 0.17, 0.29, 0.38, 0.30, 0.28, 0.30, 0.29, 0.26, -0.03, -0.44, -0.68, 0.57, -0.88, -0.45, -0.49, -0.94, 0.95, 0.42, 0.34, 0.34, 0.43]}


No. 2
{"formula": "C4H10NP", "method": "ωB97M-V with the def2-TZVPD basis set", "e_homo_ev": -8.02, "e_above_lowest_kj_mol": 68.7, "orbital_gap_ev": 9.05, "e_tot_ha": -554.4586, "elements": ["C", "C", "N", "P", "C", "C", "H", "H", "H", "H", "H", "H", "H", "H", "H", "H"], "xyz": [[-1.430, -1.173, 1.447], [-0.088, -1.524, 1.010], [0.621, -0.734, 0.310], [0.149, 0.899, 0.065], [-0.501, 0.489, -1.639], [1.843, 1.565, -0.340], [-1.411, -0.137, 1.752], [-2.203, -1.300, 0.628], [-1.829, -1.827, 2.306], [0.236, -2.543, 1.203], [-1.577, 0.698, -1.474], [0.042, 1.275, -2.125], [-0.349, -0.580, -1.745], [1.970, 1.007, -1.206], [1.965, 2.628, -0.663], [2.560, 1.257, 0.472]], "forces_ev_per_a": [[-2.68, -1.23, 1.38], [0.35, 0.06, -1.16], [1.16, -0.74, 1.27], [-0.10, 0.47, 0.47], [-1.16, 0.89, 2.50], [-0.15, 0.57, 1.22], [-0.42, 0.35, 0.15], [0.93, 0.22, 0.67], [0.74, 0.95, -1.16], [0.39, -0.10, -0.13], [0.50, 0.00, -0.92], [-0.17, -0.23, -1.62], [0.46, 0.28, -0.91], [1.30, -1.22, -1.63], [-0.47, -0.71, 0.79], [-0.68, 0.45, -0.93]], "mulliken_charge": [-1.04, 0.23, -0.49, 0.09, -1.08, -1.04, 0.38, 0.23, 0.29, 0.39, 0.26, 0.46, 0.33, 0.36, 0.32, 0.32]}


No. 3
{"formula": "C4H12N2", "method": "ωB97M-V with the def2-TZVPD basis set", "e_homo_ev": -18.97, "e_above_lowest_kj_mol": 55.8, "total_charge": 2, "orbital_gap_ev": 11.92, "e_tot_ha": -268.4595, "elements": ["C", "C", "N", "C", "C", "N", "H", "H", "H", "H", "H", "H", "H", "H", "H", "H", "H", "H"], "xyz": [[-1.566, -0.757, 1.187], [-0.260, -0.692, 1.022], [0.627, -0.735, 2.235], [0.462, -0.344, -0.287], [-0.351, 0.561, -1.185], [0.444, 1.379, -2.215], [-1.979, -0.938, 2.163], [-2.192, -0.713, 0.308], [1.065, 0.181, 2.381], [1.429, -1.352, 2.038], [0.123, -1.036, 3.075], [0.588, -1.310, -0.787], [1.503, -0.059, -0.105], [-1.024, -0.073, -1.757], [-0.921, 1.323, -0.662], [0.053, 1.273, -3.160], [0.629, 2.360, -1.994], [1.370, 0.931, -2.257]], "forces_ev_per_a": [[0.67, -0.43, -0.13], [0.10, 1.30, -0.10], [0.47, -0.03, -1.17], [0.56, -1.44, 0.65], [-0.70, 1.08, -0.40], [1.11, -1.69, 0.05], [-0.46, -0.03, 0.09], [-0.33, 0.04, 0.22], [-0.29, 0.06, 0.34], [-0.32, -0.25, 0.46], [0.17, -0.03, -0.01], [0.03, 0.06, -0.23], [-0.18, 0.58, 0.12], [-0.17, 0.29, -0.10], [-0.15, -0.28, 0.28], [-0.08, 0.39, 0.20], [-0.43, 0.06, 0.08], [-0.02, 0.31, -0.36]], "mulliken_charge": [-1.03, 0.49, -0.29, -0.57, -0.84, -0.28, 0.29, 0.26, 0.37, 0.40, 0.38, 0.40, 0.52, 0.37, 0.43, 0.38, 0.36, 0.37]}